This record from the Open Molecules 2025 dataset describes the molecule C6H8N2 in a non-equilibrium geometry. The level of theory is ωB97M-V with the def2-TZVPD basis set.

Atoms and positions in Å:
N -1.039 0.982 -2.838
C -0.897 0.361 -1.828
C -0.707 -0.609 -0.689
C 0.791 -1.129 -0.583
C 1.411 -0.307 0.621
C 0.325 0.805 0.797
C -1.026 1.100 1.441
N -0.864 0.004 0.623
H -1.408 -1.428 -0.927
H 0.828 -2.192 -0.249
H 1.269 -1.138 -1.644
H 2.401 0.057 0.369
H 1.432 -0.967 1.528
H 0.451 1.549 -0.040
H -1.438 0.893 2.432
H -1.529 2.019 0.986

Force components x, y, z for each atom (eV/Å):
N 0.5 -2.4 4.3
C -0.2 1.9 -4.1
C -0.6 0.5 -0.2
C 0.1 -0.6 -0.8
C -0.5 0.0 0.8
C 0.4 -0.3 -1.0
C -1.5 2.3 -0.1
N 0.9 -2.4 -1.6
H 0.2 0.3 0.5
H -0.5 0.7 -0.5
H -0.4 0.5 2.0
H 0.1 0.2 0.2
H 0.2 0.6 -0.9
H -0.1 -0.5 0.7
H 0.7 0.0 0.0
H 0.8 -0.8 0.6

The total energy comes out at -342.7893 Ha. The charge is 0. Its orbital gap is 0.3724 Eh.